[1]
Here is a cluster of 8 separate species, C28H72F12N5O9P in total in a non-equilibrium geometry from OMol25. Energies are from wB97M-V/def2-TZVPD.

## Properties
* net charge: +2
* strongest force on any atom: 3.19 eV Å⁻¹

Last column: Löwdin charge in e.
Atoms and positions in Å:
C  -19.564  9.590  2.766  -0.039
C  -20.215  10.725  3.466  -0.324
C  -19.624  12.091  3.144  -0.183
O  -19.910  12.267  1.774  -0.212
C  -19.890  13.593  1.186  -0.033
N  -21.627  10.680  2.926  0.168
H  -22.067  9.639  2.995  0.050
H  -22.172  11.358  3.467  0.141
H  -21.550  10.958  1.930  0.162
H  -18.495  9.510  3.015  0.091
H  -19.560  9.711  1.661  0.111
H  -20.014  8.669  3.045  0.059
H  -20.336  10.565  4.533  0.113
H  -18.564  12.075  3.394  0.128
H  -19.956  12.888  3.839  0.121
H  -20.287  14.319  1.896  0.087
H  -20.593  13.466  0.361  0.098
H  -18.894  13.894  0.921  0.084
C  -25.761  13.892  8.564  -0.028
C  -24.628  13.107  7.927  -0.280
C  -24.964  12.398  6.591  -0.167
O  -25.398  13.396  5.674  -0.178
C  -25.913  12.894  4.471  -0.071
N  -23.539  14.111  7.604  0.237
H  -22.594  13.710  7.448  0.125
H  -23.860  14.670  6.830  0.157
H  -23.507  14.832  8.326  0.169
H  -26.569  13.268  8.995  0.111
H  -26.168  14.655  7.943  0.084
H  -25.374  14.387  9.464  0.094
H  -24.292  12.327  8.615  0.152
H  -25.757  11.729  6.868  0.124
H  -24.145  11.763  6.203  0.131
H  -26.819  12.358  4.550  0.084
H  -25.249  12.199  3.948  0.087
H  -26.079  13.776  3.868  0.102
C  -21.741  10.185  11.629  -0.058
C  -20.284  10.739  11.498  -0.386
C  -19.250  10.017  12.381  -0.209
O  -19.233  8.729  11.862  -0.200
C  -18.443  7.872  12.587  -0.131
N  -19.895  10.898  10.075  0.041
H  -18.803  12.506  9.512  0.047
H  -19.617  10.019  9.666  0.062
H  -20.739  11.071  9.446  0.071
H  -22.458  10.878  11.133  0.068
H  -22.069  10.367  12.650  0.068
H  -21.813  9.137  11.310  0.073
H  -20.327  11.771  11.902  0.135
H  -19.700  10.051  13.423  0.145
H  -18.235  10.495  12.377  0.144
H  -18.742  7.774  13.639  0.095
H  -17.384  8.192  12.503  0.101
H  -18.510  6.864  12.152  0.092
C  -19.834  3.094  4.257  -0.020
C  -19.313  4.401  3.745  -0.292
C  -18.740  5.325  4.811  -0.194
O  -18.116  6.440  4.194  -0.205
C  -17.285  7.147  5.102  -0.052
N  -18.286  4.255  2.552  0.254
H  -18.784  3.975  1.701  0.177
H  -17.939  5.208  2.564  0.140
H  -17.615  3.522  2.772  0.168
H  -20.208  3.289  5.288  0.113
H  -19.215  2.226  4.224  0.084
H  -20.720  2.817  3.702  0.089
H  -20.064  5.066  3.315  0.101
H  -17.992  4.815  5.491  0.156
H  -19.599  5.605  5.472  0.153
H  -16.312  6.708  5.080  0.096
H  -17.783  7.073  6.029  0.078
H  -17.270  8.185  4.870  0.081
C  -26.434  8.514  9.765  -0.018
C  -25.168  7.882  9.229  -0.326
C  -24.649  6.717  10.083  -0.150
O  -23.689  5.986  9.312  -0.229
C  -22.739  5.060  9.825  -0.065
N  -25.232  7.385  7.836  0.227
H  -24.765  8.015  7.183  0.121
H  -24.638  6.561  7.665  0.157
H  -26.177  7.079  7.502  0.201
H  -26.753  9.224  9.004  0.085
H  -26.353  8.958  10.730  0.087
H  -27.240  7.795  9.906  0.095
H  -24.334  8.602  9.170  0.137
H  -25.466  6.064  10.417  0.138
H  -24.232  7.177  10.990  0.141
H  -22.305  4.609  8.925  0.089
H  -23.266  4.241  10.317  0.088
H  -21.919  5.485  10.491  0.116
P  -21.295  8.936  6.962  0.242
F  -20.444  8.074  8.092  -0.165
F  -22.196  7.633  6.574  -0.159
F  -22.450  9.465  8.093  -0.209
F  -22.055  9.854  5.856  -0.171
F  -20.409  10.222  7.241  -0.145
F  -20.239  8.517  5.815  -0.150
C  -24.241  9.346  3.079  -0.368
O  -22.707  8.460  3.009  -0.211
O  -24.783  9.542  1.974  -0.022
C  -25.005  8.509  4.196  -0.537
F  -24.490  8.832  5.359  0.094
F  -26.377  8.839  4.270  0.085
F  -24.828  7.216  4.229  0.166
C  -22.849  7.443  2.073  -0.288
C  -22.347  6.078  2.648  -0.051
H  -23.141  5.769  3.305  0.061
H  -22.236  5.369  1.822  0.077
H  -21.369  6.120  3.119  0.032
H  -22.358  7.698  1.115  0.124
H  -23.907  7.280  1.853  0.112
H  -23.760  10.196  3.591  0.095
C  -18.691  12.987  7.745  -0.457
O  -17.927  13.614  6.868  -0.027
O  -18.285  13.146  9.030  0.088
C  -20.188  13.406  7.385  -0.518
F  -20.730  12.881  6.241  0.109
F  -21.083  12.986  8.313  0.093
F  -20.331  14.697  7.306  0.194
C  -16.625  12.896  6.606  -0.172
C  -15.712  13.834  5.895  -0.075
H  -15.354  14.617  6.627  0.106
H  -14.788  13.435  5.490  0.078
H  -16.166  14.354  5.040  0.082
H  -16.898  12.080  6.016  0.090
H  -16.125  12.481  7.482  0.132
H  -18.803  11.938  7.561  0.134


[2]
Here is a cluster of 11 separate species, C28H73F2N10O16S2 in total in a non-equilibrium geometry from OMol25. Energies are from wB97M-V/def2-TZVPD.

## Properties
* net charge: +7
* strongest force on any atom: 6.50 eV Å⁻¹

Last column: Löwdin charge in e.
Atoms and positions in Å:
N  -0.477  -1.098  -0.804  -0.299
S  -1.509  0.037  -0.312  0.494
O  -1.610  1.159  -1.208  -0.264
O  -1.845  0.222  1.078  -0.269
F  -2.870  -0.787  -0.730  -0.225
S  0.893  -0.251  -0.218  0.478
O  1.099  -0.549  1.153  -0.257
O  1.333  0.978  -0.734  -0.221
F  1.950  -1.179  -0.901  -0.157
C  -6.088  -0.848  1.194  0.039
C  -5.625  0.363  1.939  -0.396
O  -4.600  0.916  1.794  0.174
N  -6.447  0.620  3.215  0.096
H  -7.449  0.390  3.099  0.190
H  -6.192  0.105  4.068  0.194
C  -6.502  2.118  3.559  0.048
H  -7.169  -0.921  1.086  0.112
H  -5.649  -1.741  1.645  0.109
H  -5.663  -0.827  0.190  0.093
H  -5.499  2.445  3.830  0.103
H  -6.965  2.176  4.546  0.124
H  -6.951  2.663  2.745  0.113
C  4.478  2.133  4.600  0.041
C  3.787  3.391  4.227  -0.391
O  4.031  4.461  4.591  0.261
N  2.400  3.303  3.534  0.101
H  1.775  2.681  4.057  0.182
H  2.074  4.279  3.601  0.195
C  2.386  2.788  2.148  -0.018
H  4.767  1.549  3.719  0.089
H  3.823  1.586  5.284  0.112
H  5.437  2.299  5.087  0.124
H  1.361  2.714  1.778  0.089
H  2.919  1.880  1.896  0.095
H  2.739  3.551  1.449  0.112
C  0.899  -4.472  -1.135  0.056
C  -0.304  -4.843  -0.322  -0.388
O  -0.398  -5.772  0.389  0.225
N  -1.416  -3.778  -0.142  0.067
H  -1.629  -3.527  0.825  0.165
H  -1.094  -2.829  -0.515  0.095
C  -2.623  -4.206  -0.937  0.031
H  0.563  -4.504  -2.178  0.106
H  1.662  -5.213  -0.930  0.124
H  1.221  -3.456  -0.915  0.061
H  -3.508  -3.651  -0.627  0.097
H  -2.913  -5.199  -0.592  0.122
H  -2.387  -4.081  -1.982  0.104
C  0.233  3.232  -2.933  0.025
C  0.097  4.088  -1.731  -0.414
O  0.684  4.025  -0.727  0.187
N  -0.892  5.250  -1.922  0.094
H  -1.320  5.248  -2.848  0.166
H  -1.605  5.158  -1.191  0.181
C  -0.232  6.629  -1.669  0.074
H  0.947  2.423  -2.851  0.053
H  0.618  3.917  -3.711  0.135
H  -0.710  2.878  -3.354  0.091
H  -1.034  7.340  -1.846  0.116
H  0.581  6.785  -2.372  0.121
H  0.141  6.623  -0.652  0.106
C  1.662  -1.841  -4.944  0.050
C  0.692  -0.939  -4.281  -0.392
O  0.825  0.209  -4.066  0.181
N  -0.571  -1.634  -3.718  0.075
H  -0.499  -2.639  -3.888  0.163
H  -0.500  -1.404  -2.673  0.117
C  -1.776  -1.046  -4.370  0.023
H  2.387  -1.308  -5.551  0.126
H  1.199  -2.578  -5.616  0.120
H  2.171  -2.416  -4.168  0.090
H  -2.672  -1.332  -3.824  0.100
H  -1.771  -1.399  -5.397  0.126
H  -1.779  0.039  -4.339  0.095
C  3.677  -2.686  1.241  0.039
C  3.921  -2.433  2.700  -0.397
O  3.838  -1.421  3.263  0.190
N  4.425  -3.653  3.511  0.104
H  4.284  -4.574  3.069  0.194
H  5.465  -3.619  3.500  0.213
C  3.951  -3.582  4.931  0.020
H  3.709  -1.737  0.727  0.079
H  2.653  -3.079  1.256  0.093
H  4.447  -3.293  0.757  0.121
H  4.564  -2.921  5.526  0.117
H  4.015  -4.590  5.348  0.122
H  2.891  -3.365  5.023  0.089
C  -1.622  -4.413  6.491  0.055
C  -1.111  -3.191  5.818  -0.369
O  -0.009  -2.815  5.755  0.197
N  -2.119  -2.582  4.774  0.093
H  -2.575  -3.378  4.317  0.176
H  -2.794  -2.001  5.286  0.189
C  -1.447  -1.719  3.735  -0.005
H  -2.709  -4.404  6.505  0.105
H  -1.112  -4.537  7.448  0.132
H  -1.280  -5.310  5.955  0.133
H  -2.133  -1.444  2.943  0.072
H  -0.537  -2.151  3.323  0.094
H  -1.063  -0.860  4.281  0.113
C  -5.759  2.924  -1.797  0.043
C  -4.808  2.837  -2.940  -0.385
O  -3.751  2.271  -2.901  0.136
N  -5.064  3.803  -4.094  0.097
H  -5.531  4.621  -3.679  0.185
H  -4.185  4.092  -4.535  0.184
C  -5.990  3.209  -5.168  0.073
H  -6.694  2.435  -2.095  0.120
H  -6.020  3.956  -1.551  0.115
H  -5.324  2.418  -0.944  0.087
H  -5.488  2.456  -5.765  0.117
H  -6.313  4.064  -5.755  0.126
H  -6.849  2.765  -4.669  0.112
C  3.699  2.002  -2.506  0.014
C  5.210  2.004  -2.601  -0.422
O  5.773  2.557  -3.428  0.245
N  5.878  0.898  -1.825  0.079
H  5.607  1.080  -0.856  0.171
H  5.618  -0.098  -2.026  0.110
C  7.364  0.945  -2.135  0.040
H  3.236  2.284  -1.562  0.060
H  3.300  0.991  -2.671  0.067
H  3.344  2.545  -3.379  0.098
H  7.433  0.803  -3.205  0.119
H  7.916  0.163  -1.625  0.108
H  7.744  1.897  -1.783  0.109
O  5.092  -3.542  -3.164  0.074
C  5.221  -2.242  -2.647  -0.757
O  6.077  -2.063  -1.761  -0.017
O  4.436  -1.327  -3.088  -0.105
H  4.407  -3.373  -3.832  0.082


[3]
Here is a structure of composition C28H73MnO30S9 in a non-equilibrium geometry from OMol25. Energies are from wB97M-V/def2-TZVPD.

## Properties
* <S²>: 8.75
* net charge: +1
* strongest force on any atom: 2.03 eV Å⁻¹
* 2S+1: 6

Last column: Löwdin spin population.
Atoms and positions in Å:
Mn  10.400  21.931  -32.500  4.743
O  14.150  22.172  -33.449  0.004
C  12.841  22.210  -33.158  0.010
O  11.971  22.212  -34.075  0.038
O  12.478  22.089  -31.959  0.044
H  14.147  22.272  -34.412  0.000
O  10.815  19.715  -32.796  0.025
S  11.259  18.363  -32.775  0.004
O  12.257  17.926  -33.691  0.001
O  11.721  18.073  -31.302  0.000
C  12.525  16.878  -31.031  0.000
C  13.994  17.074  -31.341  0.000
C  9.846  17.324  -32.866  0.001
H  12.081  16.029  -31.553  0.000
H  12.407  16.733  -29.959  0.000
H  14.541  16.161  -31.110  0.000
H  14.391  17.886  -30.739  0.000
H  14.138  17.277  -32.399  0.000
H  9.274  17.457  -31.949  0.000
H  10.156  16.283  -32.919  0.000
H  9.233  17.614  -33.715  0.000
O  15.903  17.735  -34.805  0.000
S  15.997  19.149  -34.965  0.000
O  16.570  19.992  -33.971  0.000
O  16.773  19.432  -36.340  0.000
C  18.200  19.343  -36.385  0.000
C  18.630  20.168  -37.567  0.000
C  14.465  19.764  -35.617  0.000
H  18.568  18.319  -36.465  0.000
H  18.614  19.742  -35.454  0.000
H  19.700  20.074  -37.763  0.000
H  18.421  21.233  -37.476  0.000
H  18.109  19.871  -38.480  0.000
H  14.647  20.809  -35.847  0.000
H  13.778  19.726  -34.770  0.000
H  14.195  19.088  -36.417  0.000
O  9.455  23.708  -33.469  0.027
S  8.520  24.779  -33.618  0.005
O  8.736  25.952  -32.848  0.001
O  8.584  25.138  -35.149  0.001
C  8.311  26.494  -35.576  0.000
C  9.375  26.894  -36.560  0.000
C  6.877  24.205  -33.465  0.001
H  8.310  27.183  -34.734  0.000
H  7.306  26.576  -35.996  0.000
H  10.334  26.974  -36.043  0.000
H  9.166  27.854  -37.026  0.000
H  9.503  26.119  -37.317  0.000
H  6.263  25.084  -33.267  0.000
H  6.795  23.526  -32.621  0.000
H  6.590  23.771  -34.416  0.000
O  16.973  19.118  -30.302  0.000
S  16.325  20.232  -29.731  0.000
O  15.348  20.042  -28.704  0.000
O  17.449  21.186  -29.171  0.000
C  17.109  22.078  -28.083  0.000
C  17.769  23.407  -28.339  0.000
C  15.570  21.267  -30.927  0.000
H  17.467  21.612  -27.166  0.000
H  16.035  22.229  -27.991  0.000
H  17.440  24.154  -27.618  0.000
H  17.376  23.794  -29.291  0.000
H  18.845  23.349  -28.476  0.000
H  16.251  21.504  -31.743  0.000
H  15.404  22.199  -30.391  0.000
H  14.735  20.718  -31.348  0.000
O  15.657  27.890  -32.946  0.000
S  14.875  26.903  -32.299  0.000
O  14.510  27.021  -30.926  0.000
O  13.510  26.722  -33.109  0.000
C  13.647  26.664  -34.543  0.000
C  13.105  25.330  -35.016  0.000
C  15.575  25.278  -32.543  0.000
H  14.693  26.743  -34.849  0.000
H  13.212  27.545  -35.020  0.000
H  12.955  25.251  -36.092  0.000
H  12.244  24.987  -34.445  0.000
H  13.930  24.630  -34.838  0.000
H  16.109  25.241  -33.487  0.000
H  14.759  24.571  -32.437  0.000
H  16.269  25.198  -31.706  0.000
O  7.347  21.963  -35.635  0.000
S  8.640  21.394  -35.750  0.003
O  9.431  21.191  -34.573  0.021
O  8.441  20.032  -36.494  0.001
C  9.460  19.002  -36.369  0.000
C  9.896  18.493  -37.734  0.000
C  9.549  22.335  -36.933  0.000
H  9.087  18.204  -35.729  0.000
H  10.320  19.429  -35.847  0.000
H  10.037  19.307  -38.440  0.000
H  9.160  17.797  -38.134  0.000
H  10.828  17.948  -37.581  0.000
H  9.156  23.349  -36.907  0.000
H  9.369  21.878  -37.900  0.000
H  10.597  22.398  -36.646  0.000
O  10.341  23.624  -30.994  0.026
S  10.727  24.506  -29.943  0.004
O  9.797  24.899  -28.951  0.002
O  11.928  23.776  -29.228  0.000
C  12.332  24.277  -27.936  0.000
C  13.835  24.164  -27.856  0.000
C  11.588  25.842  -30.697  0.001
H  11.842  23.698  -27.157  0.000
H  12.089  25.337  -27.854  0.000
H  14.192  23.178  -28.157  0.000
H  14.215  24.511  -26.897  0.000
H  14.300  24.855  -28.572  0.000
H  10.881  26.465  -31.235  0.000
H  12.277  25.348  -31.379  0.000
H  12.199  26.323  -29.938  0.000
O  10.429  21.001  -30.401  0.025
S  10.339  20.733  -29.003  0.004
O  9.944  21.748  -28.100  0.001
O  9.325  19.535  -28.881  0.001
C  8.907  19.173  -27.547  0.000
C  8.239  17.822  -27.625  0.000
C  11.872  20.072  -28.431  0.001
H  8.250  19.911  -27.091  0.000
H  9.790  19.105  -26.903  0.000
H  7.392  17.869  -28.314  0.000
H  7.858  17.545  -26.645  0.000
H  8.909  17.074  -28.048  0.000
H  12.653  20.193  -29.176  0.000
H  11.741  18.996  -28.310  0.000
H  12.099  20.496  -27.460  0.000
O  16.666  25.249  -36.122  0.000
S  16.833  23.855  -36.344  0.000
O  15.901  22.900  -35.848  0.000
O  16.947  23.530  -37.874  0.000
C  17.728  24.438  -38.688  0.000
C  18.061  23.751  -39.980  0.000
C  18.437  23.458  -35.732  0.000
H  18.644  24.736  -38.169  0.000
H  17.207  25.387  -38.824  0.000
H  18.674  22.864  -39.817  0.000
H  18.637  24.429  -40.611  0.000
H  17.172  23.451  -40.533  0.000
H  18.395  23.761  -34.685  0.000
H  19.198  24.047  -36.229  0.000
H  18.558  22.381  -35.763  0.000


How do the records compare in E_tot? In the order shown, they have -97968.33912, -104900.40436, -220477.00792 eV.